The following is a DFT calculation (ωB97M-V/def2-TZVPD) of a structure of composition C8H16AgBrN2O2.

Output
Highest occupied orbital energy   -7.49 eV
E_LUMO   -3.1 eV
DFT total energy   -3295.2143 Ha

Geometry as ORCA input:
```
! RIJCOSX wB97M-V def2-TZVPD def2/J DEFGRID3
* xyz 0 1
N 0.124 2.502 1.104
C 0.595 2.697 -0.281
C 0.987 1.375 -1.058
C 2.037 0.449 -0.318
C 1.537 -1.056 -0.135
N 0.240 -1.155 0.582
C -0.915 -1.445 -0.287
C -2.070 -0.348 -0.093
C -3.415 -0.930 0.516
Br -3.901 0.254 2.057
C 2.616 -1.813 0.781
O 3.646 -2.319 0.280
O 2.345 -1.865 2.051
H -0.883 2.601 1.202
H 0.482 1.654 1.538
H 1.427 3.458 -0.351
H -0.274 3.150 -0.853
H 0.044 0.854 -1.375
H 1.484 1.715 -2.021
H 2.264 0.895 0.697
H 3.036 0.424 -0.848
H 1.566 -1.637 -1.131
H 0.079 -0.360 1.195
H -0.571 -1.315 -1.375
H -1.378 -2.465 -0.128
H -1.739 0.525 0.524
H -2.316 0.075 -1.115
H -4.232 -0.739 -0.237
H -3.368 -2.006 0.816
Ag 0.554 -3.176 -1.736
*
```

Charges obtained by natural (NBO) population analysis, quoted in units of e: number 1, N, carries -0.856; number 2, C, carries -0.214; number 3, C, carries -0.427; number 4, C, carries -0.442; number 5, C, carries -0.098; number 6, N, carries -0.626; number 7, C, carries -0.254; number 8, C, carries -0.451; number 9, C, carries -0.418; number 10, Br, carries -0.026; number 11, C, carries 0.714; number 12, O, carries -0.736; number 13, O, carries -0.744; number 14, H, carries 0.369; number 15, H, carries 0.358; number 16, H, carries 0.186; number 17, H, carries 0.188; number 18, H, carries 0.183; number 19, H, carries 0.214; number 20, H, carries 0.234; number 21, H, carries 0.243; number 22, H, carries 0.059; number 23, H, carries 0.391; number 24, H, carries 0.142; number 25, H, carries 0.175; number 26, H, carries 0.245; number 27, H, carries 0.217; number 28, H, carries 0.225; number 29, H, carries 0.224; number 30, Ag, carries 0.924